Entry 1:
77
Properties=species:S:1:pos:R:3:lowdin_charge:R:1 method="wB97M-V/def2-TZVPD" s2=0.763 lumo_energy_ev="2.21 / 2.02" charge=-1 e_above_lowest_kj_mol=122.5 multiplicity=2 homo_lumo_gap_ev="6.7 / 6.4"
Ru -0.25973 0.35291 -0.22544 1.410
C 0.85949 -2.53739 2.57126 -0.197
C -0.44176 -2.82491 1.81888 -0.187
C -0.31401 -3.03762 0.32422 -0.211
N -0.13868 -1.86039 -0.55319 0.012
C 0.05329 -2.15982 -1.81648 -0.265
C 0.04453 -3.50745 -2.31219 -0.030
C 0.56767 -4.04735 -3.46217 -0.098
C 1.20167 -3.43052 -4.54367 -0.129
C 1.19718 -2.07399 -4.78915 -0.103
C 0.60846 -1.04631 -4.06371 -0.038
C 0.07977 -1.01887 -2.75926 -0.279
N -0.43071 0.06611 -2.22292 -0.114
C -1.15936 1.01471 -3.05783 -0.200
C -2.56750 1.26098 -2.46957 -0.160
C -3.02844 0.25929 -1.40779 -0.208
N -2.27182 0.33932 -0.16497 -0.090
C -2.85084 0.17296 1.00542 -0.219
C -4.17854 -0.27854 1.18442 -0.039
C -4.92642 -0.43602 2.34651 -0.117
C -4.68779 -0.01036 3.63662 -0.139
C -3.53479 0.65323 4.07306 -0.101
C -2.32614 0.78793 3.44579 -0.022
C -1.91713 0.35413 2.14272 -0.234
N -0.67645 0.12592 1.83119 -0.083
C 0.30811 -0.09627 2.89381 -0.201
C 1.34334 -1.10353 2.42174 -0.192
H 1.64722 -3.21574 2.22210 0.108
H 0.69315 -2.76203 3.62997 0.107
H -1.17349 -2.04255 1.99574 0.093
H -0.86270 -3.74930 2.22510 0.112
H -1.23532 -3.54036 0.00624 0.116
H 0.51097 -3.73785 0.14940 0.118
H -0.40073 -4.23017 -1.64720 0.080
H 0.50180 -5.13015 -3.51943 0.100
H 1.67786 -4.07194 -5.27467 0.087
H 1.68516 -1.75715 -5.70608 0.101
H 0.66913 -0.06860 -4.52491 0.106
H -1.26003 0.60311 -4.06342 0.102
H -0.63358 1.96678 -3.12555 0.107
H -3.29614 1.23257 -3.28406 0.106
H -2.60172 2.25225 -2.02568 0.094
H -2.96772 -0.76465 -1.80119 0.123
H -4.07556 0.48483 -1.20798 0.102
H -4.67235 -0.61857 0.28481 0.082
H -5.87859 -0.93597 2.19237 0.096
H -5.46938 -0.17558 4.36807 0.083
H -3.58055 1.06365 5.07792 0.100
H -1.54438 1.29021 4.00182 0.108
H -0.20781 -0.47888 3.78079 0.118
H 0.79107 0.84435 3.16357 0.110
H 2.28541 -0.96310 2.95751 0.118
H 1.53584 -0.90557 1.37026 0.068
Cl 2.09157 3.98394 2.96562 0.673
C 2.91981 2.89798 1.89500 -0.589
C 4.31386 2.89015 1.86452 -0.142
C 4.99140 2.04092 1.03389 -0.622
Cl 6.74481 2.05097 1.03821 0.630
C 4.29433 1.15542 0.18342 -0.179
C 4.91252 0.25356 -0.70793 -0.033
C 4.13454 -0.56290 -1.46595 -0.041
C 2.73412 -0.51108 -1.32933 -0.115
N 2.11257 0.31482 -0.52249 0.066
C 2.87872 1.16244 0.22395 -0.128
C 2.14088 2.04828 1.09278 -0.422
O 0.88512 2.01041 1.09768 -0.150
H 4.86247 3.56458 2.50885 0.100
H 5.99170 0.22125 -0.77273 0.086
H 4.56782 -1.26452 -2.16633 0.104
H 2.13600 -1.19232 -1.90479 0.079
O -0.69061 2.47809 -0.85246 -0.271
N -1.00813 3.25757 0.11793 -0.006
C -0.81034 4.52770 -0.12838 -0.314
C -1.16715 5.48127 0.88508 -0.203
N -1.45453 6.28047 1.66196 0.125
C -0.31828 5.01091 -1.39426 -0.193
N 0.04582 5.39237 -2.41702 0.135

=====

Entry 2:
83
Properties=species:S:1:pos:R:3:lowdin_charge:R:1 method="wB97M-V/def2-TZVPD" s2=0.758 lumo_energy_ev="-0.58 / -0.79" e_above_lowest_kj_mol=105.5 multiplicity=2 homo_lumo_gap_ev="6.8 / 6.7"
Ti 1.02503 -0.76449 1.64430 1.087
O -1.65371 -4.33674 2.18501 0.077
C -2.67822 -3.71826 2.82483 -0.253
C -3.86630 -4.39635 3.08555 -0.024
C -4.89961 -3.77436 3.76121 -0.080
C -4.76201 -2.46213 4.19390 -0.085
C -3.58281 -1.78881 3.93912 -0.023
C -2.52928 -2.39236 3.25028 -0.075
C -1.30472 -1.60554 2.98889 -0.393
O -0.55544 -1.89484 1.97610 -0.106
N -1.05028 -0.60097 3.80039 0.109
N 0.06510 0.03597 3.33333 -0.081
C 0.61634 0.96926 4.01541 -0.028
C 1.80342 1.55394 3.40446 -0.230
C 2.45823 2.67230 3.89286 0.002
C 3.54843 3.16381 3.19448 -0.041
C 3.95644 2.52782 2.03296 -0.032
C 3.26149 1.40770 1.61048 -0.069
N 2.21698 0.92930 2.28272 0.031
H -1.89635 -5.25538 2.02473 0.111
H -3.97139 -5.42409 2.75498 0.114
H -5.81499 -4.31977 3.95100 0.106
H -5.56723 -1.97100 4.72236 0.101
H -3.44731 -0.76759 4.26599 0.110
H 0.20418 1.30902 4.95945 0.137
H 2.10422 3.15084 4.79538 0.119
H 4.07189 4.04147 3.54951 0.113
H 4.79829 2.88652 1.45922 0.112
H 3.53858 0.87527 0.70771 0.129
N 0.71209 -2.08398 -2.11599 0.053
N 0.51616 -0.98405 -2.95430 -0.079
C 1.53343 -0.21236 -3.39204 -0.927
N 1.10778 0.89222 -4.05577 0.072
S 3.15818 -0.56304 -3.25348 0.571
H 0.22134 -2.88575 -2.48963 0.090
H 0.36320 -1.85568 -1.18719 0.062
H -0.41768 -0.59690 -3.00696 0.097
H 0.17504 1.25261 -3.92180 0.047
H 1.82505 1.54115 -4.32300 0.059
O 2.22178 -1.90899 2.94820 -0.174
N 3.03109 -2.73777 2.40901 0.031
N 3.07427 -2.64123 1.14927 -0.178
O 2.33196 -1.75306 0.50586 -0.181
C 3.94063 -3.48642 0.37522 -0.157
C 4.83833 -4.33575 1.01155 -0.024
C 5.65968 -5.13156 0.23430 -0.084
C 5.58715 -5.07468 -1.15362 -0.086
C 4.68474 -4.21824 -1.76335 -0.063
C 3.84602 -3.41497 -1.00330 -0.018
H 4.88766 -4.36413 2.08992 0.106
H 6.36506 -5.79616 0.71529 0.103
H 6.23754 -5.69669 -1.75445 0.102
H 4.62504 -4.15994 -2.84217 0.109
H 3.14165 -2.73971 -1.47143 0.037
Cl -4.19099 4.59441 -0.72371 0.718
C -2.94176 5.23362 -1.73923 -0.578
C -3.06104 6.52356 -2.22683 -0.104
C -2.07111 7.02994 -3.05248 -0.075
C -0.96359 6.26265 -3.37302 -0.103
C -0.85279 4.98241 -2.85723 -0.585
Cl 0.56133 4.05038 -3.21164 0.750
C -1.84285 4.42674 -2.04248 -0.305
N -1.72893 3.12547 -1.52343 0.065
C -2.11350 1.99560 -2.22944 -0.208
C -2.29789 2.02268 -3.61576 -0.041
C -2.68123 0.87927 -4.30266 -0.091
C -2.89130 -0.31183 -3.62549 -0.107
C -2.71297 -0.33691 -2.24648 -0.060
C -2.32189 0.78863 -1.53567 -0.158
C -2.18666 0.73977 -0.03501 -0.035
C -0.77267 1.10238 0.42172 -0.599
O -0.55139 2.17892 0.95880 0.050
O 0.12745 0.19420 0.17165 -0.146
H -3.92715 7.11504 -1.96670 0.105
H -2.15993 8.03352 -3.44563 0.109
H -0.17812 6.65159 -4.00517 0.105
H -1.65540 3.05011 -0.51557 0.103
H -2.15473 2.94757 -4.15835 0.108
H -2.81460 0.92739 -5.37571 0.106
H -3.19838 -1.20273 -4.15637 0.101
H -2.88798 -1.25533 -1.69721 0.118
H -2.40351 -0.27319 0.30620 0.119
H -2.88258 1.42862 0.44613 0.130

=====

Entry 3:
83
Properties=species:S:1:pos:R:3:lowdin_charge:R:1 method="wB97M-V/def2-TZVPD" s2=3.966 lumo_energy_ev="-1.56 / -1.12" e_above_lowest_kj_mol=871.8 multiplicity=4 homo_lumo_gap_ev="2.3 / 6.6"
Co 1.40301 -0.47395 0.60926 0.755
C 0.03879 -2.47215 -3.36844 -0.132
C 0.13473 -1.13700 -3.34091 -0.167
N 0.68882 -1.76968 -0.50471 0.118
C 1.44513 -2.77129 -0.65043 -0.286
C 1.27722 -3.75407 -1.74858 -0.103
N 0.70167 -3.59172 -2.86157 0.085
C 2.58709 -2.91578 0.32124 -0.152
C 3.60658 -3.84197 0.34599 0.071
C 4.53080 -3.78462 1.39702 -0.121
C 4.39199 -2.81518 2.38075 0.070
C 3.34563 -1.90400 2.29184 -0.132
N 2.49555 -1.97786 1.27565 0.110
C 3.03853 -0.86581 3.29740 -0.153
C 3.29548 -1.02505 4.61973 -0.083
N 3.06191 0.01941 5.50713 0.074
C 2.22226 0.91032 5.15660 -0.068
C 1.38922 0.74646 3.89533 -0.169
N 2.30334 0.22073 2.91683 -0.130
C 5.65373 -4.75202 1.44381 -0.175
C 6.06747 -5.31766 2.64315 -0.013
C 7.11653 -6.22408 2.62877 -0.135
N 7.76681 -6.58239 1.52595 0.063
C 7.37227 -6.02845 0.38290 -0.132
C 6.32865 -5.12063 0.28634 -0.008
H -0.69570 -2.77595 -4.10824 0.101
H -0.54849 -0.61324 -4.00131 0.116
H 1.73424 -4.72957 -1.58346 0.110
H 3.69033 -4.59375 -0.42452 0.122
H 5.11220 -2.72751 3.18202 0.129
H 3.74880 -1.92190 5.01284 0.104
H 2.11499 1.81108 5.75041 0.117
H 0.56027 0.03631 4.07027 0.163
H 5.57076 -5.08091 3.57504 0.115
H 7.44470 -6.68596 3.55296 0.107
H 7.91832 -6.31987 -0.50677 0.108
H 6.07404 -4.69175 -0.67377 0.119
C -3.84444 4.93546 1.96513 -0.057
C -2.48548 4.89316 1.29129 -0.174
N -1.88016 3.55167 1.33749 -0.012
C -0.93818 3.29646 2.24171 0.049
C -0.32700 2.07722 2.42432 -0.024
C 0.78918 2.06629 3.42236 -0.271
O 1.15570 3.11136 3.90842 0.111
O 2.35434 0.74659 1.64934 -0.163
C -0.73701 0.98705 1.61246 -0.265
O -0.26353 -0.18451 1.69351 -0.046
C -1.73595 1.27455 0.59036 -0.045
C -2.08759 0.27147 -0.32520 0.097
C -2.97398 0.55186 -1.31982 -0.176
F -3.24363 -0.39928 -2.23144 0.078
C -3.59054 1.81770 -1.45397 -0.141
C -3.23415 2.79700 -0.54465 0.061
C -2.29194 2.54916 0.45983 -0.109
N -4.52527 2.11971 -2.44895 -0.086
C -4.16462 3.15721 -3.41427 -0.149
C -5.40739 3.78637 -4.00063 -0.216
N -6.30355 2.75442 -4.57492 -0.062
C -6.60619 1.66987 -3.60814 -0.206
C -5.33428 1.06584 -3.05261 -0.162
H -4.26799 5.93572 1.87718 0.084
H -3.75773 4.69624 3.02480 0.085
H -4.54215 4.23086 1.51416 0.074
H -1.78278 5.56075 1.78646 0.125
H -2.53065 5.20810 0.24962 0.120
H -0.62397 4.12688 2.86130 0.151
H -1.61069 -0.69940 -0.27801 0.122
H -3.72600 3.75427 -0.62615 0.113
H -3.54237 2.72722 -4.21238 0.131
H -3.57370 3.92831 -2.91929 0.122
H -5.17958 4.48970 -4.80496 0.098
H -5.98267 4.29748 -3.22867 0.109
H -5.88486 2.35783 -5.43833 0.077
H -7.23998 3.22163 -4.94223 0.037
H -7.20877 0.93433 -4.14556 0.100
H -7.20837 2.11504 -2.81694 0.111
H -4.79047 0.54236 -3.84719 0.122
H -5.59778 0.33357 -2.28919 0.135
O 2.91706 -1.58286 -2.62801 -0.256
S 2.47209 -0.24411 -2.36517 0.492
O 2.97730 0.82206 -3.15923 -0.245
O 2.52043 0.10712 -0.91084 -0.332
O 0.85163 -0.23825 -2.61952 -0.209